Record 1
The following is a quantum chemistry calculation of C29H54ClOPTl as an isolated structure in a non-equilibrium geometry, from the OMol25 dataset.

Structure (XYZ):
```
87
Properties=species:S:1:pos:R:3:forces:R:3:lowdin_charge:R:1
H 0.278 -4.907 -1.709 0.175 0.074 0.080 0.0547
H 0.461 0.793 1.636 0.365 0.067 -0.188 0.0845
C 1.158 4.477 -0.693 -0.300 0.022 -0.007 -0.1965
C 2.051 3.562 0.159 0.266 -0.089 0.117 -0.3588
C 0.501 0.740 -4.053 0.327 -0.127 0.182 -0.1853
H 6.070 0.861 2.181 -0.072 -0.034 0.000 0.1090
H -3.365 0.343 2.512 0.071 0.015 -0.025 0.0994
C -3.088 2.034 -0.535 -1.339 -0.877 -0.655 -0.3388
H 3.796 2.075 -2.254 -0.263 -0.005 -0.153 0.0880
C 3.522 4.001 0.047 0.185 0.024 -0.158 -0.2012
C -0.937 2.309 0.954 -1.130 0.984 -1.151 -0.4220
H 2.497 3.107 -2.867 0.060 -0.315 -0.010 0.1031
H 2.010 -5.242 -1.964 -0.178 0.064 -0.071 0.0741
H 6.064 -0.841 2.628 -0.062 0.109 -0.045 0.1058
C 0.155 1.282 0.690 0.615 -1.173 0.193 -0.2389
H 4.725 5.781 0.267 -0.119 -0.002 0.080 0.1060
H 6.218 -0.438 0.134 -0.131 -0.061 0.079 0.1095
C -1.763 2.559 -0.294 1.931 1.839 1.287 -0.2450
H 0.659 -0.346 -3.976 -0.045 0.105 -0.036 0.1149
H 2.048 -6.152 0.436 -0.119 -0.024 0.114 0.0732
C 2.816 2.058 -2.754 0.144 -0.016 0.070 -0.2068
H 4.785 1.504 -0.183 -0.089 -0.272 0.057 0.1011
H -0.270 0.472 0.061 0.263 0.283 0.257 0.0233
H 3.870 3.869 -0.991 -0.115 0.091 0.272 0.1043
Tl -1.480 -3.418 0.187 0.272 0.193 0.043 0.5407
H 4.171 3.376 0.677 -0.165 0.215 -0.205 0.0850
H -0.300 0.662 -2.069 0.153 0.451 -0.149 0.0177
C 2.964 1.413 -4.140 -0.094 0.014 0.123 -0.1996
H 3.322 -3.374 0.948 -0.105 -0.057 -0.047 0.0704
H -4.391 2.192 1.193 -0.005 -0.055 0.104 0.0929
H -4.545 0.654 0.320 -0.001 0.043 0.031 0.0939
H 1.749 3.682 1.217 -0.030 -0.071 -0.246 0.1253
H -1.245 1.475 2.950 0.034 -0.033 0.030 0.0937
H 1.345 2.365 -5.199 0.044 -0.016 0.051 0.1089
H -0.473 3.267 1.257 0.195 -0.224 0.369 0.0908
C -3.830 1.401 0.678 0.390 0.475 -0.508 -0.2112
C 1.631 1.352 -4.891 -0.130 0.064 0.015 -0.2087
H 2.452 -0.296 0.683 0.068 0.219 0.035 0.1343
H 0.354 -5.666 0.728 0.210 0.071 -0.091 0.0327
C 4.298 0.521 -0.067 0.214 0.150 -0.016 -0.1972
H 4.122 0.138 -1.085 0.007 0.105 0.336 0.1025
C 1.398 -5.323 0.748 0.249 -0.250 0.073 -0.0852
C 3.063 -3.649 -0.081 0.357 -0.182 -0.074 -0.0718
C 1.601 -4.100 -0.159 -0.216 0.452 0.369 -0.8443
H 3.653 -0.818 3.018 0.050 0.144 -0.051 0.1191
H 3.036 6.560 -1.280 -0.001 -0.029 0.041 0.1093
H 3.541 5.543 1.552 -0.010 -0.012 -0.090 0.1131
H 3.227 -2.767 -0.713 -0.133 -0.145 0.030 0.0688
C 1.770 1.287 -1.924 0.174 -0.081 -0.049 -0.3528
C 2.719 6.430 -0.237 -0.044 -0.032 -0.124 -0.2092
H 2.771 7.418 0.235 0.069 -0.065 -0.089 0.1033
C -2.837 0.778 1.653 -0.035 -0.015 -0.131 -0.2304
C 0.409 1.297 -2.624 -0.483 0.068 -0.068 -0.2108
H 1.756 0.766 -5.809 0.003 0.119 0.024 0.1026
C 4.155 0.151 2.885 -0.108 -0.109 -0.149 -0.1910
H -0.004 2.319 -2.635 0.127 -0.286 0.023 0.1079
C -1.850 1.846 2.114 0.424 -0.046 -0.105 -0.1840
H 3.623 2.126 2.185 -0.053 -0.228 -0.012 0.1016
H 4.358 0.549 3.885 -0.041 -0.092 -0.071 0.1070
H -2.407 2.721 2.474 0.070 -0.055 -0.059 0.1050
H -2.303 -0.031 1.132 -0.133 0.149 0.244 0.0374
H -0.464 0.888 -4.552 0.169 -0.079 0.108 0.1154
H 3.743 -4.447 -0.411 0.045 0.127 0.046 0.0743
C 5.256 -0.436 0.662 -0.171 -0.122 -0.003 -0.1893
H 1.637 -5.056 1.784 -0.014 -0.011 -0.153 0.0786
H 0.108 4.172 -0.625 0.069 0.005 -0.010 0.0689
O 0.811 -3.047 0.267 -0.430 0.033 -0.072 -0.4766
H -3.701 2.845 -0.959 -0.412 -0.350 0.001 0.0782
C 3.691 5.475 0.466 -0.117 -0.195 0.072 -0.1950
H -1.301 3.099 -1.124 -0.050 -0.197 0.209 0.0095
H 2.247 1.154 2.701 0.205 -0.010 -0.187 0.1070
H 3.704 1.977 -4.720 -0.070 -0.114 0.026 0.1059
C 1.290 -4.489 -1.608 0.143 -0.073 -0.366 -0.0739
H 1.445 4.403 -1.753 -0.008 0.054 0.262 0.1066
C 1.270 5.932 -0.222 0.209 -0.153 0.072 -0.1928
P 1.720 1.769 -0.142 -0.761 -0.331 0.324 1.1793
H -3.007 1.257 -1.315 -0.612 -0.233 -0.080 0.0340
H 3.357 0.395 -4.014 -0.015 0.092 0.011 0.1142
H 0.869 6.003 0.798 -0.002 -0.033 -0.132 0.1173
C 3.199 1.109 2.154 0.135 0.069 0.153 -0.1961
Cl -1.720 -1.125 -1.112 -0.009 -0.350 -0.266 -0.1435
H 0.643 6.565 -0.861 0.090 -0.092 0.152 0.1099
C 5.473 -0.061 2.133 -0.036 0.155 -0.138 -0.2043
H 1.355 -3.602 -2.254 -0.025 -0.178 0.183 0.0820
H 4.851 -1.457 0.597 0.059 0.232 0.042 0.0953
H 2.089 0.228 -1.870 -0.068 0.218 0.054 0.1279
C 2.970 0.685 0.694 -0.083 0.007 -0.205 -0.3582
```
Forces are in eV/Å.

Calculated values
* HOMO energy: -0.767 eV
* total charge: -1
* electronic energy: -59502.0616 eV
* orbital gap: 3.0 eV



Record 2
The following is a quantum chemistry calculation of C22H29Cl3N2O4Sm as an isolated structure in a non-equilibrium geometry, from the OMol25 dataset.

Structure (XYZ):
```
61
Properties=species:S:1:pos:R:3:forces:R:3:lowdin_charge:R:1
H 5.535 -0.685 2.003 0.010 -0.160 -0.066 0.0838
H -2.764 2.155 -1.158 0.024 -0.023 -0.558 0.0156
N 0.210 -1.204 1.896 1.516 -0.726 1.622 -0.0458
H -2.154 -1.916 4.083 -0.221 0.254 0.444 0.0813
N -0.555 1.013 -1.936 0.883 1.201 -1.819 -0.0458
C 1.392 -1.500 2.343 -1.097 1.112 -1.631 -0.3369
C 2.624 -0.654 2.083 -0.100 -0.333 -0.061 -0.0505
C -1.441 -1.266 3.577 0.120 -0.402 -0.059 -0.0416
Cl -1.378 -3.734 -3.645 -0.436 -0.275 -0.350 0.6269
C 4.798 -0.213 -1.059 -0.302 -0.008 0.062 -0.0325
H 2.300 2.036 -3.236 -0.047 0.373 0.081 0.0894
C 2.234 0.459 -0.184 -1.720 -2.679 -1.168 -0.2065
C 3.963 0.509 -1.917 -1.210 0.597 0.767 -0.2472
H -1.167 -0.201 -4.401 -0.279 0.434 -0.232 0.1330
C -0.907 -3.651 -1.945 -0.309 -0.241 -0.087 -1.0456
C 4.489 1.086 -3.189 0.273 -0.353 -0.027 -0.0723
H -2.057 -1.292 -2.446 -0.186 0.293 -0.008 0.0302
O 0.037 1.447 -4.035 -1.263 -0.087 -0.716 0.0292
H -3.534 2.132 -2.808 -0.283 0.468 0.080 0.0814
H -2.500 -3.304 1.988 -0.204 0.044 -0.223 0.0953
C 3.057 -0.370 0.621 0.317 1.140 -0.598 -0.2116
H 6.253 -1.468 0.579 0.360 -0.273 0.224 0.0637
C -2.598 2.147 -2.250 0.058 -0.238 -0.344 -0.0410
H 5.497 0.700 -3.306 0.233 0.096 -0.436 0.0637
C -2.652 -0.385 -2.257 0.404 0.206 -0.188 -0.0542
H -1.960 1.450 -4.755 0.397 -0.370 -0.119 0.1322
Cl -2.314 1.035 1.073 -0.795 -0.140 0.077 -0.1738
C 1.773 1.801 -2.314 -0.131 -0.214 -0.210 -0.0488
H 4.527 2.180 -3.145 0.004 -0.142 -0.102 0.0839
H -1.927 -0.379 3.134 0.189 -0.475 0.232 0.0138
Sm -0.284 -0.327 -0.131 1.204 2.944 1.402 1.1006
C 0.110 -3.236 2.954 0.581 0.218 0.040 -0.0257
C 2.643 0.808 -1.497 0.657 0.188 1.162 -0.2112
O 1.421 -3.682 -2.427 1.950 -1.414 -1.218 0.0908
C -0.809 -2.111 2.474 0.710 0.956 -0.430 -0.5496
C 0.524 -3.124 -1.921 -1.661 3.993 2.663 -0.7764
C -1.877 -2.579 1.458 0.476 0.014 0.154 -0.0528
H -3.513 -0.413 -2.930 -0.121 -0.193 0.200 0.0951
Cl -0.874 -5.219 -1.136 -0.361 -0.520 0.048 0.6271
H 1.641 2.703 -1.674 0.059 -0.374 -0.360 0.1306
H 3.436 -1.172 2.587 -0.010 0.248 0.275 0.0898
C -1.849 0.878 -2.647 0.959 0.222 0.795 -0.5482
H -3.007 -0.367 -1.204 0.173 0.225 -0.606 0.0407
H 2.413 0.336 2.548 0.109 -0.486 -0.167 0.1277
O 0.520 -1.969 -1.245 0.623 -3.425 -2.120 -0.2626
H 3.867 0.772 -4.030 0.190 0.117 -0.162 0.0800
H -2.517 -1.749 1.085 0.378 -0.365 0.430 0.0442
H -1.655 -3.029 -1.428 0.570 -0.336 -0.309 0.0274
C 0.375 1.405 -2.752 -0.361 -0.948 2.009 -0.3369
H -0.185 -3.605 3.945 0.370 -0.211 -0.371 0.1320
C -1.335 0.843 -4.088 0.570 0.226 -0.023 -0.0284
H -1.401 -3.107 0.617 -0.124 0.109 0.287 0.0301
H 4.937 -2.283 1.466 0.244 -0.040 0.120 0.0799
H 0.212 -3.999 2.165 -0.118 -0.021 0.557 0.1342
C 4.375 -0.666 0.195 -1.249 0.770 0.444 -0.2471
H 0.874 1.544 0.708 -0.334 0.187 0.188 -0.0086
H -0.625 -0.943 4.237 -0.419 -0.058 0.128 0.0974
O 1.475 -2.613 3.059 -1.037 -0.914 0.622 0.0301
H 5.826 -0.395 -1.361 0.006 -0.032 -0.017 0.0954
H -1.958 2.995 -2.528 -0.440 0.012 0.023 0.0973
C 5.333 -1.321 1.134 0.204 -0.171 -0.351 -0.0720
```
Forces are in eV/Å.

Calculated values
* HOMO energy (alpha / beta): -1.553 / -1.577 eV
* expectation value of S²: 9.00
* total charge: -1
* electronic energy: -89927.2766 eV
* orbital gap (alpha / beta): 4.0 / 4.0 eV
* 2S+1: 6



Record 3
The following is a quantum chemistry calculation of a 2-piece molecular cluster, C18H19N3 overall in a non-equilibrium geometry, from the OMol25 dataset.

Structure (XYZ):
```
40
Properties=species:S:1:pos:R:3:forces:R:3:lowdin_charge:R:1
C -3.321 1.061 2.312 -0.401 0.080 -0.213 -0.0118
N -1.993 0.782 2.854 0.492 -1.088 -0.183 -0.2147
C -2.220 -1.921 -2.201 0.190 0.283 -0.271 -0.0937
H -1.970 -1.181 2.176 0.333 0.338 0.265 0.1097
C -0.040 -0.966 -1.662 0.023 -0.338 -0.600 -0.1555
C 1.978 0.411 -0.872 0.107 0.652 0.152 -0.1720
C 0.396 -2.246 1.053 -1.458 -1.441 0.074 -0.2697
H 4.762 3.109 -1.386 -0.242 -0.229 0.038 0.0929
H -1.915 2.737 3.536 0.357 -0.155 0.155 0.0893
H 0.953 1.422 -2.496 0.319 0.088 0.233 0.0986
H -1.508 -1.598 -0.201 0.108 0.024 -0.435 0.0710
N 1.019 -1.233 0.531 1.167 2.287 -0.842 0.0453
C -1.974 -1.742 -3.569 -0.009 -0.022 0.170 -0.1040
H 4.950 1.438 0.476 -0.219 0.043 -0.235 0.0970
H -3.350 0.816 1.241 0.042 0.116 0.343 0.1068
C -1.279 -1.500 -1.262 -0.125 0.042 -0.324 -0.0628
C -1.333 1.817 3.650 0.311 0.319 0.154 -0.0088
H -0.471 -0.573 3.179 -0.262 -0.120 -0.228 0.0885
H -3.144 -2.385 -1.849 0.192 0.187 -0.222 0.0982
C -0.758 -1.183 -3.990 -0.067 -0.086 0.397 -0.0855
H -4.092 0.473 2.834 0.333 0.243 -0.116 0.1094
C 2.842 2.362 -2.058 0.190 -0.204 0.321 -0.0981
H 1.186 -0.471 -3.395 -0.386 -0.182 0.150 0.1093
C 0.967 -0.626 -0.645 -0.307 -1.083 1.060 -0.2239
H 2.737 3.099 -2.858 0.046 -0.189 0.291 0.0982
C 1.844 1.406 -1.866 0.296 -0.096 0.194 -0.0618
H -0.308 1.969 3.286 -0.352 -0.015 0.085 0.1125
C 4.087 1.428 -0.193 -0.441 0.025 -0.320 -0.0934
H -1.293 1.527 4.712 -0.112 0.079 -0.414 0.1109
H -2.726 -2.044 -4.301 0.259 0.085 0.205 0.0961
H -3.509 2.130 2.456 -0.164 -0.368 -0.197 0.0901
H -0.566 -1.023 -5.054 -0.044 -0.151 0.334 0.1018
C 3.093 0.462 -0.012 0.375 0.366 -0.293 -0.0405
C 3.975 2.368 -1.232 -0.106 -0.091 0.112 -0.1115
H 3.168 -0.274 0.790 -0.004 0.231 -0.338 0.1025
H -0.168 -2.981 0.446 0.157 0.325 0.426 0.1062
C 0.216 -0.839 -3.051 -0.418 -0.145 0.102 -0.0464
C -1.433 -0.384 2.701 -0.241 0.088 0.288 0.1329
C 0.586 -2.628 2.405 0.210 -0.735 0.947 -0.3051
N 0.610 -3.018 3.513 -0.148 0.836 -1.262 0.0916
```
Forces are in eV/Å.

Calculated values
* HOMO energy: -5.793 eV
* electronic energy: -23440.6077 eV
* orbital gap: 4.5 eV



Record 4
The following is a quantum chemistry calculation of the molecule C19H14N4O5S in a non-equilibrium geometry, from the OMol25 dataset.

Structure (XYZ):
```
43
Properties=species:S:1:pos:R:3:forces:R:3:lowdin_charge:R:1
H -4.504 -0.539 1.353 3.230 -0.429 0.975 0.1364
N 2.590 -1.107 -0.609 2.189 -6.195 -6.622 0.1572
C -0.367 0.739 -2.669 -0.323 4.194 0.081 -0.1830
O -3.294 2.730 -2.294 4.545 2.198 2.800 -0.0403
H -0.642 4.544 0.143 -0.207 -1.301 1.040 0.1321
H 0.029 2.811 -2.822 -1.150 3.414 -0.481 0.0234
H -0.476 1.105 2.744 0.041 -0.421 1.255 0.0974
C -2.138 1.576 -0.072 2.587 0.088 4.928 -0.0228
C -0.455 3.019 1.663 -1.850 -5.753 2.358 -0.0364
N 1.114 -2.586 1.449 -6.856 -5.837 2.601 -0.0079
O -2.245 4.602 -1.625 1.117 0.546 -0.810 0.1040
C -1.123 -1.584 1.506 2.290 4.275 1.363 -0.1530
O 0.969 -0.460 1.553 1.892 5.630 0.198 0.1111
C 1.984 1.533 -2.338 -9.352 -4.556 -1.279 0.1236
H -2.870 1.134 -0.388 -7.365 -5.301 -5.409 0.0516
S -3.348 -2.657 1.923 -2.081 -0.122 0.141 1.0744
C 2.512 -2.677 1.410 -0.228 -1.846 -3.283 -0.0182
C 0.379 1.879 -2.731 3.566 -2.558 1.618 0.0139
C -2.042 -0.511 1.646 -4.330 3.355 -4.147 -0.1498
H 2.614 -1.802 -2.688 0.751 0.143 -0.128 0.1421
H 2.740 2.126 -2.575 3.318 2.319 -0.445 0.0388
C 2.649 -2.373 -0.258 2.080 -2.507 4.022 -0.4468
O 0.458 -0.218 -2.442 3.548 -5.056 1.335 0.0070
C -0.913 3.539 0.598 -4.524 3.409 -7.006 0.0073
C -0.979 1.627 1.984 2.276 3.919 -0.527 0.0312
C 1.830 0.152 -2.272 -2.677 4.313 -2.706 -0.2735
H 2.929 -1.921 1.905 1.593 3.219 2.142 0.0646
H 2.437 -0.473 0.019 -1.219 5.004 4.120 0.0400
N -1.150 -3.862 1.748 10.358 -6.806 0.736 0.0861
C 0.373 -3.807 1.694 -6.988 7.070 -1.259 0.1396
H 2.901 -3.655 1.912 -0.710 1.524 -1.816 0.1722
C -1.795 1.004 1.137 1.945 -3.741 3.000 -0.1253
C -2.072 2.844 -0.231 6.867 4.836 0.391 -0.1006
H -1.508 0.611 -2.624 2.149 -0.091 -0.405 0.1560
O 2.879 -3.382 -0.877 -0.326 0.099 -1.576 0.0624
C 0.307 -1.421 1.516 0.101 -3.151 -0.562 -0.3780
C -1.660 -2.737 1.833 -3.586 1.554 -1.017 -0.7362
N -2.371 3.425 -1.506 -6.921 -1.727 -1.695 -0.2623
C -3.405 -0.957 1.614 0.612 0.184 0.237 -0.3192
H 3.697 -0.361 -2.136 4.653 1.457 -0.856 0.0804
C 2.852 -0.855 -2.210 -5.662 -1.785 4.753 0.0673
H 0.146 3.524 2.300 2.173 1.166 1.809 0.0772
H 0.967 -4.578 1.714 2.472 -4.734 0.125 0.0560
```
Forces are in eV/Å.

Calculated values
* SMILES: O=C(Cn1cnc2scc(-c3cccc([N+](=O)[O-])c3)c2c1=O)NCc1ccco1
* HOMO energy: -8.122 eV
* electronic energy: -46948.5237 eV
* orbital gap: 6.8 eV



Record 5
The following is a quantum chemistry calculation of a 2-piece molecular cluster, C6H9F overall in a non-equilibrium geometry, from the OMol25 dataset.

Structure (XYZ):
```
16
Properties=species:S:1:pos:R:3:forces:R:3:lowdin_charge:R:1
H -0.559 -1.330 1.559 -0.221 -0.530 -0.222 0.0698
C 1.225 -0.145 -0.075 2.523 0.193 -1.449 -0.1352
C -0.370 1.660 0.448 1.407 0.221 -0.909 -0.0802
F -1.382 2.003 1.181 -0.863 -0.456 0.963 0.0341
H 0.517 -0.413 -0.908 1.069 -0.314 0.985 0.0346
H -2.795 1.448 -3.016 0.684 -0.600 -0.443 0.0680
C -0.154 -0.452 2.016 -0.863 0.616 2.529 -0.0861
C -1.040 0.892 -1.919 -0.948 -0.587 -1.433 0.1179
C 0.444 0.515 1.015 -0.619 1.093 0.877 -0.4786
H 2.048 0.507 -0.544 -1.621 -0.303 0.513 0.1025
C -1.886 0.822 -2.926 0.450 0.599 1.975 -0.1080
H 1.042 1.275 1.588 0.312 -0.369 -0.226 0.1534
H 0.338 -0.719 2.993 1.198 -0.228 -1.595 0.0921
H -1.602 -0.102 -3.458 -0.420 0.367 -0.216 0.0635
H -0.922 0.027 2.641 -0.860 0.281 -1.066 0.0656
H 1.911 -0.938 0.318 -1.229 0.016 -0.285 0.0867
```
Forces are in eV/Å.

Calculated values
* HOMO energy: -7.996 eV
* electronic energy: -9077.2071 eV
* orbital gap: 7.7 eV



Record 6
The following is a quantum chemistry calculation of the molecule FH4N2PS in a non-equilibrium geometry, from the OMol25 dataset.

Structure (XYZ):
```
9
Properties=species:S:1:pos:R:3:forces:R:3:lowdin_charge:R:1
H -2.549 0.772 -1.293 0.057 -0.029 -0.045 -0.0034
N -2.533 0.529 -0.311 1.352 -0.324 0.286 -0.4365
H 1.754 -1.525 0.161 -0.069 -0.064 0.075 0.0482
H 2.152 -0.842 1.667 0.060 -0.030 0.136 0.0348
N 1.975 -0.694 0.689 0.015 0.151 -0.116 -0.2334
H -2.689 -0.467 -0.188 0.005 0.114 -0.184 -0.0075
P 1.445 0.788 0.185 -2.167 -0.712 -1.148 0.6723
F 1.490 0.412 -1.398 0.166 0.397 0.740 -0.3803
S -1.044 1.026 0.488 0.581 0.495 0.256 0.3058
```
Forces are in eV/Å.

Calculated values
* SMILES: NSP(N)F
* HOMO energy: -8.010 eV
* electronic energy: -25886.7017 eV
* orbital gap: 7.9 eV